{
  "formula": "C4H13N3O",
  "method": "the ωB97M-V functional and the def2-TZVPD basis",
  "largest_force_ev_per_a": 1.89,
  "homo_lumo_gap_ha": 0.334,
  "relative_energy_kj_mol": 126.99,
  "smiles": "[H]/N=C(\\N)NCCC.O",
  "species": ["H", "N", "C", "N", "N", "C", "C", "C", "H", "H", "H", "H", "H", "H", "H", "H", "H", "H", "O", "H", "H"],
  "positions_angstrom": [[-2.677, 0.802, 1.895], [-1.668, 0.882, 1.923], [-1.072, 0.864, 0.805], [-1.728, 0.936, -0.448], [0.289, 0.575, 0.780], [0.902, -0.142, -0.332], [2.339, 0.316, -0.619], [3.325, -0.446, 0.316], [-1.100, 1.264, -1.177], [-2.510, 1.574, -0.374], [0.713, 0.519, 1.682], [0.976, -1.208, -0.081], [0.259, -0.107, -1.207], [2.546, 1.375, -0.724], [2.591, -0.103, -1.593], [2.892, -0.659, 1.294], [3.661, -1.357, -0.177], [4.203, 0.195, 0.454], [-2.253, -2.374, -1.593], [-2.729, -1.633, -1.992], [-2.225, -3.062, -2.237]],
  "nbo_charge": [0.3444, -0.7890, 0.5932, -0.8484, -0.6393, -0.2104, -0.4116, -0.6099, 0.3695, 0.3828, 0.4022, 0.1868, 0.2032, 0.2102, 0.1985, 0.1987, 0.2086, 0.2102, -0.9372, 0.4728, 0.4648]
}